Here is the molecule C3H5N3 from the Open Molecules 2025 dataset. Energies are from ωB97M-V with the def2-TZVPD basis set.

Geometry as ORCA input:
```
! RIJCOSX wB97M-V def2-TZVPD def2/J DEFGRID3
* xyz 0 1
N 0.56 -1.39 -0.10
N 1.87 0.27 0.01
N 1.80 -1.05 -0.18
C 0.64 0.82 0.19
C -1.68 -0.24 -0.01
C -0.19 -0.27 0.11
H -2.19 -0.81 0.77
H -1.94 -0.67 -0.98
H 0.39 1.85 0.43
H 2.76 0.69 -0.23
H -2.02 0.80 0.00
*
```

The calculation puts the LUMO energy at 0.9 eV. The SMILES is Cc1c[nH]nn1. The molecular weight is 83.1 g/mol. The energy relative to the best compared isomer or geometry (same formula, charge and spin) is 105.6 kJ/mol. Its HOMO-LUMO gap is 10.5 eV. The value obtained for the highest occupied orbital energy is -9.55 eV.